Entry 1:
Molecular formula: C7H8NO5S
Method: DFT, ωB97M-V/def2-TZVPD

Geometry as XYZ:
```
22
Properties=species:S:1:pos:R:3:forces:R:3
C 1.8505 -1.2619 0.4753 0.02 2.07 -1.89
C 2.6737 0.7594 0.0224 0.73 -0.14 -0.43
C -0.1898 -1.1534 -1.3690 -1.06 -1.78 0.04
C -1.5303 -0.3412 -1.5116 1.98 -0.09 0.55
C -0.5999 0.1928 1.0509 4.46 -3.71 0.61
C 0.7933 -0.4737 -0.4491 -0.30 1.06 3.06
C -0.1738 1.5778 1.3313 -3.98 0.76 0.22
N 2.8793 -0.3744 0.6425 -0.28 -2.36 1.57
O 1.7173 -2.4126 0.8082 -0.13 -0.44 0.44
O 3.3869 1.7353 -0.0256 -0.90 0.24 -0.41
O -2.6983 -1.2431 0.6541 -0.43 -1.30 -0.02
O -2.8699 1.2102 0.2482 1.35 -2.19 -0.69
O 1.4708 0.6804 -0.7617 -1.42 -0.20 -1.13
S -2.0626 -0.0553 0.1840 -1.49 3.10 0.70
H -0.4990 -2.1939 -0.9012 0.87 2.10 -0.45
H 0.2528 -1.4766 -2.3458 -0.28 0.71 0.55
H -1.3689 0.6155 -2.0264 -0.28 -0.30 0.19
H -2.3102 -0.9519 -1.9064 -0.59 -0.20 -0.69
H -0.2686 -0.6738 1.7881 -1.43 1.73 -1.52
H -1.0061 1.9945 0.6646 1.68 1.35 1.19
H 0.7760 1.8580 1.0573 2.18 0.31 -1.35
H -0.2232 1.9879 2.3700 -0.70 -0.74 -0.54
```
Positions in Å, forces in eV/Å.

Summary:
Kohn-Sham gap = 0.3136 hartree
2S+1 = 1
M = 218.21 g/mol
Total charge = -1



Entry 2:
Molecular formula: C7H8O
Method: DFT, ωB97M-V/def2-TZVPD

Geometry as XYZ:
```
16
Properties=species:S:1:pos:R:3:forces:R:3
C -1.8735 0.1431 0.0932 -0.41 -1.47 -0.16
C -1.5879 -1.2194 0.0656 2.69 4.97 -0.70
O -0.3975 -1.8104 -0.1423 2.26 1.39 -0.08
C 0.8178 -1.1272 0.2781 -0.50 0.82 1.30
C 1.8150 -0.3718 -0.5458 0.14 -0.52 -0.50
C 1.0745 0.4415 0.5781 0.02 -2.40 0.07
C 0.2449 1.5806 0.1487 -2.03 -1.30 -1.49
C -1.0664 1.3923 -0.1920 0.16 1.07 -1.30
H -2.9469 0.3003 0.2942 0.56 0.12 -0.38
H -2.1917 -2.0084 -0.0726 -3.44 -1.99 0.28
H 1.1939 -1.8038 1.0657 0.20 0.79 -0.40
H 2.9322 -0.7298 -0.5928 -2.32 1.01 0.24
H 1.3267 -0.1020 -1.5230 0.99 -0.14 0.87
H 1.4505 0.6001 1.5863 0.77 -0.37 -0.28
H 0.7898 2.4781 -0.1012 -0.14 0.26 -0.06
H -1.5814 2.2368 -0.9402 1.06 -2.22 2.60
```
Positions in Å, forces in eV/Å.

Summary:
Kohn-Sham gap = 0.3419 hartree
2S+1 = 1
M = 108.14 g/mol
SMILES = C1=CO[C@H]2C[C@H]2C=C1



Entry 3:
Molecular formula: C7H8O2
Method: DFT, ωB97M-V/def2-TZVPD

Geometry as XYZ:
```
17
Properties=species:S:1:pos:R:3:forces:R:3
C 0.3967 -1.9801 1.3463 0.06 1.01 1.14
C 0.1813 -0.7645 0.4833 -0.06 -0.25 0.31
C -0.4350 0.4111 0.7328 0.02 -0.20 -0.46
C -1.0734 0.9284 1.9742 -0.01 0.43 -0.11
C -0.4167 1.2631 -0.5120 -0.06 0.48 -0.43
O -0.8894 2.3776 -0.6319 0.27 -0.98 0.37
C 0.3381 0.5089 -1.6046 0.72 -0.10 0.18
C 0.6925 -0.8179 -0.9171 0.03 0.32 -0.24
O 1.2810 -1.7653 -1.3848 -0.21 0.40 0.02
H -0.0352 -1.8525 2.3720 0.26 -0.15 -0.95
H 1.4666 -2.1952 1.4674 -0.18 0.19 -0.12
H -0.0166 -2.8477 0.8685 -0.35 -0.43 -0.22
H -1.0773 0.1860 2.7752 0.00 0.18 -0.09
H -2.1065 1.2681 1.7640 0.52 -0.19 0.11
H -0.5010 1.8252 2.2813 -0.37 -0.39 0.07
H 1.2526 1.0814 -1.8811 -0.51 -0.42 0.21
H -0.2168 0.3436 -2.5305 -0.14 0.09 0.19
```
Positions in Å, forces in eV/Å.

Summary:
Kohn-Sham gap = 0.3449 hartree
2S+1 = 1
M = 124.14 g/mol
SMILES = CC1=C(C)C(=O)CC1=O



Entry 4:
Molecular formula: C7H8O2
Method: DFT, ωB97M-V/def2-TZVPD

Geometry as XYZ:
```
17
Properties=species:S:1:pos:R:3:forces:R:3
C 2.3590 0.5635 0.1719 -0.24 0.75 0.15
C 2.5176 -0.8758 0.0450 0.37 -0.12 -0.10
C 1.3237 1.4183 0.2076 0.22 0.03 -0.13
C 1.6398 -1.8157 -0.1866 -0.46 0.52 0.18
C -0.1416 1.2937 0.0886 -0.09 0.02 0.87
C -0.9317 0.0678 0.1460 1.08 -0.60 0.04
C -3.1538 -0.6216 -0.1040 -0.13 -0.14 -0.40
O -0.7696 0.6626 -1.0617 -0.58 -0.21 -0.71
O -2.0994 -0.1896 0.7432 0.08 0.49 0.15
H 3.3184 1.0549 0.2951 -0.01 0.06 0.00
H 3.5779 -1.1617 0.1443 -0.32 -0.20 -0.05
H 1.5971 2.4590 0.3461 0.15 -0.02 0.01
H 1.6981 -2.8792 -0.2532 -0.10 -0.43 -0.05
H -0.6597 2.2201 0.3433 0.02 -0.15 -0.05
H -2.9173 -1.5943 -0.5458 -0.02 0.06 0.05
H -3.3226 0.1032 -0.9059 -0.02 -0.08 0.11
H -4.0358 -0.7051 0.5261 0.05 0.01 -0.05
```
Positions in Å, forces in eV/Å.

Summary:
Kohn-Sham gap (alpha / beta) = 0.2777 / 0.3411 hartree
2S+1 = 1
M = 124.14 g/mol



Entry 5:
Molecular formula: C7H8O2S
Method: DFT, ωB97M-V/def2-TZVPD

Geometry as XYZ:
```
18
Properties=species:S:1:pos:R:3:forces:R:3
C -2.0757 0.2931 -1.7685 -0.89 0.04 -1.46
C -1.3511 0.0580 -0.8519 -0.15 -0.09 -1.51
C -0.4031 -0.1090 0.1811 2.55 -0.60 -0.09
C -1.0599 0.4895 1.3758 1.54 1.27 3.51
O -2.1926 -0.1618 1.8345 -1.37 -0.97 -0.40
S 0.0817 -1.9698 0.2082 -2.39 0.36 1.46
C 1.4230 -1.7226 -0.7561 0.77 3.73 -0.06
C 1.7981 -0.4194 -0.8957 2.93 -2.22 0.16
C 1.0206 0.5994 -0.1859 -2.06 0.35 -1.09
O 1.4375 1.2048 0.9961 1.55 0.45 0.86
H -2.6735 0.4235 -2.6678 0.36 -0.02 0.88
H -1.3532 1.4856 0.9957 0.08 -0.19 0.63
H -0.4238 0.6126 2.3650 -0.47 -0.06 -2.49
H -2.1161 -1.1128 1.6768 -0.05 0.22 0.11
H 1.8563 -2.5772 -1.1431 1.12 -1.38 -0.89
H 2.8030 -0.1026 -1.3327 -1.61 -0.60 0.25
H 0.9292 1.3237 -1.0175 -0.90 0.50 0.71
H 2.2998 1.6850 0.9860 -0.99 -0.79 -0.58
```
Positions in Å, forces in eV/Å.

Summary:
Kohn-Sham gap = 0.3265 hartree
2S+1 = 1
M = 156.21 g/mol
SMILES = C#C[C@@]1(CO)SC=C[C@@H]1O



Entry 6:
Molecular formula: C7H8O3
Method: DFT, ωB97M-V/def2-TZVPD

Geometry as XYZ:
```
18
Properties=species:S:1:pos:R:3:forces:R:3
C -2.3225 -2.0229 -0.0289 0.22 0.88 -0.03
C -1.7224 -1.0297 -0.3724 -0.59 -1.03 0.26
C -1.0318 0.1713 -0.8005 0.13 -0.26 0.00
C -1.2067 1.4657 0.0337 -0.68 0.34 0.09
O -2.1683 2.0178 0.4810 0.55 -0.27 -0.20
C 0.2920 1.7273 0.0645 0.50 -0.05 1.07
C 0.4871 0.3308 -0.5279 0.79 -0.72 -1.05
C 1.5857 -0.1156 -1.3814 -0.22 -0.30 -0.21
O 1.3419 -0.7917 -0.1422 -0.86 1.50 -0.07
H -2.9370 -2.8253 0.3415 0.39 0.26 -0.25
H -1.2611 0.4032 -1.8547 0.06 -0.09 0.26
H 0.5916 2.5572 -0.5913 -0.01 -0.34 0.05
H 0.7173 1.8992 1.0616 -0.18 -0.04 -0.15
H 1.3458 -0.6998 -2.2749 0.22 0.13 0.19
H 2.5090 0.4683 -1.3996 -0.21 -0.13 -0.10
O 1.3286 -0.8283 2.6629 1.36 -1.26 -1.30
H 1.9056 -1.3446 2.0019 -1.37 1.36 1.39
H 0.5453 -1.3827 2.7267 -0.11 0.01 0.04
```
Positions in Å, forces in eV/Å.

Summary:
Kohn-Sham gap = 0.3762 hartree
2S+1 = 1
M = 140.14 g/mol
SMILES = C#C[C@H]1C(=O)C[C@]12CO2.O



Entry 7:
Molecular formula: C7H8OS
Method: DFT, ωB97M-V/def2-TZVPD

Geometry as XYZ:
```
17
Properties=species:S:1:pos:R:3:forces:R:3
C 2.1695 0.8131 -0.3776 0.61 -0.49 -1.62
C 1.6429 0.1012 0.6028 0.26 -0.48 -0.87
S 2.0092 0.3521 2.2813 0.21 0.23 1.33
C 0.6911 -1.0816 0.3806 -1.45 2.42 -0.82
C -0.7226 -0.5196 0.0002 1.43 -0.72 -0.88
C -1.2127 -0.2220 -1.3012 1.17 -1.18 3.08
C -2.5371 0.2309 -1.0119 -0.79 -0.08 -2.40
C -2.6845 0.2453 0.3411 -1.48 0.28 -1.35
O -1.6126 -0.2367 0.9899 0.51 0.30 -1.17
H 2.8694 1.6281 -0.1435 -0.44 -0.34 -0.48
H 2.0466 0.4251 -1.4495 0.11 1.03 1.63
H 3.1448 1.1189 2.2845 -0.67 -0.37 -0.52
H 0.8616 -1.7280 1.2090 -0.93 -0.73 0.70
H 0.8340 -1.6307 -0.5229 1.20 -0.36 -0.62
H -0.6545 -0.4102 -2.2440 -0.77 0.27 0.94
H -3.2853 0.3463 -1.8940 1.12 0.32 2.28
H -3.5599 0.5678 0.8553 -0.10 -0.10 0.76
```
Positions in Å, forces in eV/Å.

Summary:
Kohn-Sham gap = 0.3337 hartree
2S+1 = 1
M = 140.21 g/mol
SMILES = C=C(S)Cc1ccco1



Entry 8:
Molecular formula: C7H8S
Method: DFT, ωB97M-V/def2-TZVPD

Geometry as XYZ:
```
16
Properties=species:S:1:pos:R:3:forces:R:3
C -2.3390 0.2285 2.3913 -0.83 0.61 0.07
C -1.1396 -0.1130 1.9227 0.47 -0.57 0.05
C -0.6008 0.0516 0.5699 -1.03 0.82 0.44
C 0.5764 -0.3920 0.1769 1.51 -0.29 0.53
C 1.0973 -0.1692 -1.1649 0.02 0.30 -0.62
C 2.2284 -0.7522 -1.5876 0.14 -0.24 0.27
C 0.4165 0.8154 -2.0543 0.52 0.36 -1.03
S 0.4698 0.7705 -3.6874 -0.29 -0.02 0.83
H -3.0827 0.8865 1.8864 0.79 -0.79 -0.09
H -2.6921 -0.0992 3.3740 0.48 0.21 -0.20
H -0.4310 -0.6452 2.5784 -0.57 0.04 -0.15
H -1.1760 0.5895 -0.1781 -0.36 -0.06 0.24
H 1.2745 -0.9056 0.8708 -0.66 0.21 -0.39
H 2.8237 -1.3367 -0.8769 -0.30 0.02 -0.38
H 2.5859 -0.6654 -2.6134 -0.05 0.20 0.37
H -0.0112 1.7366 -1.6079 0.14 -0.83 0.05
```
Positions in Å, forces in eV/Å.

Summary:
Kohn-Sham gap = 0.2886 hartree
2S+1 = 1
M = 124.21 g/mol
SMILES = C=C/C=C/C(=C)C=S



Entry 9:
Molecular formula: C7H8S2
Method: DFT, ωB97M-V/def2-TZVPD

Geometry as XYZ:
```
17
Properties=species:S:1:pos:R:3:forces:R:3
C 0.6054 -2.1018 -1.4923 -0.13 0.30 0.08
C 0.5440 -1.0700 -0.3779 -0.10 -0.46 -0.53
C 1.3216 -1.2624 0.7013 0.46 -0.11 0.55
S 1.4342 -0.2518 2.0820 -0.29 0.14 -0.34
C 0.3130 0.9786 1.6638 0.00 0.31 0.75
C -0.4342 1.0552 0.5360 0.29 0.19 0.42
C -1.3559 2.2252 0.3863 -0.23 0.17 -0.22
C -0.3594 0.0655 -0.5237 -0.13 -0.07 -0.35
S -1.2931 0.2256 -1.8886 0.14 -0.02 0.21
H 0.8850 -1.6139 -2.4391 -0.11 -0.22 0.30
H -0.3804 -2.5605 -1.6428 0.19 0.20 -0.02
H 1.3176 -2.8934 -1.2498 0.01 0.14 -0.03
H 1.9886 -2.1233 0.7897 -0.26 0.20 -0.19
H 0.2237 1.7370 2.4732 0.03 -0.55 -0.80
H -1.1172 2.8137 -0.5026 0.10 -0.12 0.00
H -1.3084 2.8838 1.2513 0.00 -0.06 0.08
H -2.3846 1.8925 0.2331 0.04 -0.04 0.08
```
Positions in Å, forces in eV/Å.

Summary:
Kohn-Sham gap = 0.2800 hartree
2S+1 = 1
M = 156.28 g/mol
SMILES = Cc1cscc(C)c1=S



no.,DFT total energy (eV)
1,-29951.413
2,-9432.072
3,-11483.560
4,-11476.388
5,-22314.733
6,-13526.844
7,-20269.030
8,-18221.385
9,-29058.737